A structure of composition C26H42O4 in a non-equilibrium geometry, computed with ωB97M-V/def2-TZVPD.

CARTESIAN COORDINATES (ANGSTROEM)
H (-6.20, -4.47, 0.35)
C (-5.49, -3.95, -0.47)
H (-4.48, -4.25, -0.45)
H (-6.00, -4.15, -1.48)
C (-5.61, -2.61, -0.31)
C (-5.20, -2.28, 1.32)
H (-5.88, -2.84, 2.15)
H (-4.15, -2.55, 1.26)
H (-5.20, -1.11, 1.40)
C (-4.71, -1.76, -1.20)
C (-4.81, 0.00, -1.03)
O (-3.94, 0.28, -0.15)
C (-3.72, 1.40, 0.06)
C (-4.84, 2.16, 1.13)
H (-5.84, 1.78, 0.56)
H (-4.89, 3.12, 1.31)
H (-4.72, 1.46, 2.13)
C (-2.40, 1.86, 0.86)
H (-2.35, 3.03, 1.13)
C (-1.20, 1.98, -0.07)
C (-1.20, 0.70, -1.19)
H (-1.92, 0.96, -1.81)
H (-1.53, -0.05, -0.51)
H (-0.21, 0.55, -1.28)
C (-1.04, 3.38, -1.26)
H (-1.76, 3.29, -1.77)
C (0.32, 3.08, -1.73)
H (0.40, 2.64, -2.51)
H (0.34, 4.18, -2.13)
C (1.51, 3.06, -0.67)
C (1.33, 1.97, 0.05)
C (2.16, 0.83, 0.06)
C (3.51, 0.82, -0.43)
C (4.21, -0.46, -0.59)
C (3.81, -1.74, -0.15)
C (2.67, -2.00, -0.26)
H (1.85, -1.65, -0.94)
H (2.42, -3.19, 0.27)
C (4.97, -2.46, 0.41)
C (5.89, -1.47, 1.18)
H (5.58, -1.16, 2.07)
C (6.46, -0.46, 0.37)
C (5.55, -0.32, -1.02)
H (5.76, -1.21, -1.77)
H (5.79, 0.75, -1.57)
O (7.03, 0.60, 0.82)
H (6.12, 0.95, 1.12)
H (7.71, -1.01, -0.20)
H (6.84, -2.10, 1.42)
O (5.43, -3.17, -0.63)
H (6.35, -3.67, -0.40)
H (4.61, -3.17, 1.09)
H (4.09, 1.77, -0.92)
H (2.01, -0.08, 0.91)
C (0.12, 1.82, 0.94)
C (-0.37, 0.87, 1.98)
H (-0.19, -0.26, 1.28)
H (0.01, 0.86, 2.79)
C (-1.91, 1.04, 1.92)
H (-2.06, 1.33, 3.17)
H (-2.38, -0.08, 1.69)
H (0.01, 2.82, 1.48)
H (2.46, 3.08, -1.37)
H (1.36, 3.94, 0.02)
H (-1.11, 3.97, -0.32)
H (-3.79, 2.02, -0.76)
H (-5.76, 0.04, -0.76)
H (-4.39, 0.39, -1.88)
H (-5.26, -2.04, -2.11)
H (-3.67, -2.01, -0.70)
O (-6.89, -1.78, -0.21)
H (-7.46, -2.35, 0.41)

Results
highest occupied orbital energy = -7.0230 eV
relative energy (zero: lowest compared OMol25 entry of this formula, charge and spin) = 2600.77 kJ/mol
maximum force = 0.3855 Eh/bohr
net charge = 0
lowest unoccupied orbital energy = 0.018 Eh
Kohn-Sham gap = 7.503 eV

Löwdin population analysis, charges in e, atoms 1 to 8: atom 1 (H): 0.1493, atom 2 (C): -0.0973, atom 3 (H): 0.0900, atom 4 (H): 0.1283, atom 5 (C): -0.6534, atom 6 (C): -0.0274, atom 7 (H): 0.1192, atom 8 (H): 0.0398